{"formula": "C4H11INO", "method": "wB97M-V/def2-TZVPD", "species": ["C", "C", "C", "N", "I", "C", "O", "H", "H", "H", "H", "H", "H", "H", "H", "H", "H", "H"], "coordinates": [[0.24887, 1.12728, 1.73987], [0.55637, -0.16439, 0.95085], [-0.26073, -0.43125, -0.30339], [-0.21518, -1.87683, -0.69409], [-2.46750, -0.11364, 0.21683], [0.12460, 0.41234, -1.47452], [-0.01427, 1.78108, -1.22920], [-0.04364, 1.86758, 1.04007], [-0.37574, 1.00699, 2.66954], [1.21487, 1.59785, 2.20616], [0.42318, -1.09832, 1.62589], [1.55763, -0.05085, 0.70483], [0.73503, -2.29140, -0.68354], [-0.61258, -1.83753, -1.63078], [-0.79543, -2.31897, -0.04467], [1.24745, 0.32705, -1.71139], [-0.39157, 0.06039, -2.37123], [-0.93133, 2.00260, -1.01123]], "atomic_forces_ev_per_a": [[1.8, 0.2, 2.3], [-2.0, -1.5, 2.3], [-0.7, 1.1, 1.6], [1.5, 1.6, -1.1], [1.2, -0.2, -0.5], [1.6, 0.7, -1.0], [-0.2, -0.1, -0.1], [-0.8, 0.8, -0.1], [0.1, 0.0, -1.5], [-1.4, -1.2, -1.0], [0.4, 1.5, -0.8], [2.1, -0.4, -0.9], [-0.4, 0.3, -0.1], [-0.1, -1.0, -0.2], [-1.3, -1.6, 1.0], [-1.4, -0.3, 0.5], [-0.3, 0.2, -0.2], [0.0, -0.1, -0.2]], "relative_energy_ev": 1.193, "smiles": "CC[C@@]([NH3+])(I)CO", "charge": 1, "gap_ev": 9.65, "lumo_energy_ev": -4.4777}

---

{"formula": "C19H25N7O3Zn", "method": "wB97M-V/def2-TZVPD", "species": ["Zn", "O", "C", "N", "C", "C", "C", "C", "C", "C", "N", "C", "C", "C", "C", "C", "N", "H", "H", "H", "H", "H", "H", "H", "H", "H", "H", "N", "N", "C", "O", "O", "H", "H", "H", "C", "C", "N", "C", "C", "N", "C", "C", "H", "H", "H", "H", "H", "H", "H", "H", "H", "H", "H", "H"], "coordinates": [[-7.06062, -2.14855, 13.45523], [-5.99033, -0.83575, 17.21279], [-6.07545, -1.18417, 16.00584], [-7.06300, -2.00618, 15.49726], [-8.18641, -2.12360, 16.38726], [-8.56776, -0.78608, 16.89193], [-9.26736, -0.72878, 18.11809], [-9.48622, 0.52295, 18.67437], [-8.93634, 1.65853, 18.04820], [-8.39176, 1.45639, 16.78264], [-8.33392, 0.28254, 16.12643], [-5.03917, -0.90951, 15.04265], [-3.81676, -0.31047, 15.44595], [-2.91407, -0.08105, 14.44280], [-3.21590, -0.32674, 13.08275], [-4.44846, -0.93177, 12.80985], [-5.25613, -1.32925, 13.78135], [-9.00200, -2.65522, 15.82006], [-7.87036, -2.74107, 17.27489], [-9.62341, -1.64502, 18.61004], [-10.13316, 0.65283, 19.59585], [-8.88982, 2.65534, 18.51923], [-8.14962, 2.35828, 16.24525], [-3.55984, -0.16684, 16.49691], [-1.94894, 0.37414, 14.68028], [-2.59215, -0.10410, 12.26759], [-4.65034, -1.07562, 11.75434], [-7.83021, -0.10422, 12.93607], [-9.16787, -0.21840, 12.49965], [-9.87075, -1.40451, 12.99054], [-11.06363, -1.27498, 13.28785], [-9.12033, -2.40496, 13.15871], [-7.93043, 0.39655, 13.81190], [-7.41972, 0.54907, 12.23217], [-9.74026, 0.60823, 12.65678], [-8.38189, -4.82978, 11.97452], [-8.35975, -5.89202, 10.83669], [-6.95325, -6.25844, 10.43224], [-6.34616, -4.99218, 9.83443], [-6.48722, -3.84386, 10.84304], [-7.00874, -4.18924, 12.21379], [-6.12343, -5.33888, 12.70219], [-6.20031, -6.56530, 11.74836], [-8.71623, -5.28187, 12.91287], [-9.06856, -3.97523, 11.81903], [-8.94329, -5.44085, 10.00631], [-8.89635, -6.80790, 11.12959], [-6.89799, -4.76673, 8.92656], [-5.26073, -5.14854, 9.60232], [-7.21317, -3.12498, 10.43929], [-5.52318, -3.30591, 10.97512], [-6.54197, -5.65951, 13.66357], [-5.08057, -4.99769, 12.80932], [-6.67484, -7.44943, 12.21055], [-5.20217, -6.91576, 11.53224]], "atomic_forces_ev_per_a": [[-2.0, -0.6, 0.6], [0.4, 0.0, -1.8], [-2.7, -2.9, 2.2], [1.6, 1.4, -0.1], [0.4, -1.8, -0.4], [-1.8, 0.2, 0.6], [0.2, 0.7, -0.2], [-0.7, 0.5, 1.0], [0.2, -0.7, 0.1], [-1.1, 0.3, 0.1], [0.5, 0.6, 1.3], [2.2, 0.2, -0.5], [-1.0, -0.9, -0.6], [1.1, 0.7, -1.2], [-1.8, -0.5, 1.8], [2.4, 0.5, 0.0], [0.1, 1.2, -0.3], [0.6, 0.6, 0.7], [-0.6, 0.4, -0.6], [0.3, 0.5, -0.3], [1.1, -0.3, -1.1], [-0.3, -0.7, -0.4], [0.4, 0.0, -0.4], [-0.5, 0.2, -0.4], [-0.2, -0.2, 0.0], [0.9, 0.4, -0.6], [-0.6, -0.5, 0.2], [-0.1, 1.3, -1.2], [-1.7, -1.1, -0.6], [-0.7, 1.7, 1.1], [1.1, -0.2, -0.9], [0.8, -0.6, 0.0], [0.9, 0.0, 0.7], [0.1, -0.8, 1.0], [0.2, -0.2, 0.2], [0.1, 0.8, 0.6], [0.3, 0.4, -0.1], [0.5, 1.2, 1.2], [0.3, -1.5, 1.2], [-0.1, 1.5, 0.3], [0.6, -2.0, -1.0], [-0.9, 0.2, 0.0], [-1.0, 0.2, -1.2], [0.3, 0.1, 0.0], [0.4, -0.7, -0.2], [0.7, -0.6, 0.0], [0.3, 0.3, 0.0], [0.1, -0.1, -0.1], [-1.0, -0.2, 0.1], [0.2, 0.1, 0.1], [-0.5, -0.3, 0.0], [0.4, 0.4, 0.0], [-0.5, 0.1, 0.1], [-0.2, 0.6, -0.1], [0.4, 0.1, -0.5]], "relative_energy_ev": 1.055, "gap_ev": 7.83, "lumo_energy_ev": -0.3580}

---

{"formula": "C28H45BrClFINO13", "method": "wB97M-V/def2-TZVPD", "species": ["C", "C", "C", "Br", "C", "N", "C", "O", "C", "C", "C", "O", "C", "C", "C", "Cl", "C", "O", "O", "C", "F", "C", "C", "C", "I", "H", "H", "H", "H", "H", "H", "H", "H", "H", "H", "H", "H", "H", "H", "H", "H", "H", "H", "H", "H", "H", "C", "C", "O", "C", "O", "O", "C", "H", "H", "H", "H", "H", "H", "H", "H", "C", "C", "O", "C", "O", "O", "C", "H", "H", "H", "H", "H", "H", "H", "H", "C", "C", "O", "C", "O", "O", "C", "H", "H", "H", "H", "H", "H", "H", "H"], "coordinates": [[4.40519, 1.56481, 3.67573], [3.18821, 0.64932, 4.17600], [2.10314, 0.59392, 3.01956], [0.92628, 2.19283, 3.34679], [1.29841, -0.74297, 2.90465], [0.36410, -0.96140, 1.75410], [0.42980, -0.09586, 0.86278], [0.28557, 0.80696, 0.14482], [2.10888, -2.14318, 2.92726], [1.34005, -3.43084, 2.34362], [1.79350, -4.77222, 3.09121], [2.68885, -5.48236, 2.69802], [3.64281, -2.19190, 2.57288], [4.12516, -1.40030, 1.29120], [3.25825, -1.58278, -0.01326], [4.15171, -2.61138, -1.25687], [2.06751, -2.52756, 4.49235], [2.93184, -2.89226, 5.22313], [0.69221, -2.37085, 4.78334], [0.33114, -1.10234, 4.16460], [0.41892, -0.24075, 5.30041], [-1.20642, -1.31604, 3.90111], [-2.01710, 0.00359, 3.56456], [-2.77202, 0.50946, 4.85766], [-3.60699, -0.62021, 2.16247], [4.80630, 2.17869, 4.53709], [4.08195, 2.31167, 2.89406], [5.24621, 0.96806, 3.23180], [2.73540, 1.22729, 5.03354], [3.52140, -0.33667, 4.58314], [2.64293, 0.87299, 2.06519], [0.22990, -3.38260, 2.50212], [1.55455, -3.61603, 1.25909], [1.20292, -5.05365, 4.02188], [3.90737, -3.28139, 2.39016], [4.33243, -1.87968, 3.41490], [5.15000, -1.81948, 1.03950], [4.33774, -0.31834, 1.55532], [2.22736, -1.98391, 0.13731], [3.16958, -0.56105, -0.49556], [-1.42699, -2.14002, 3.16003], [-1.63072, -1.70433, 4.87903], [-1.44302, 0.78667, 3.01117], [-3.62335, 1.17736, 4.52383], [-3.28425, -0.39836, 5.30442], [-2.09651, 0.99660, 5.60882], [1.72912, -6.51631, -6.93520], [1.46366, -5.08079, -6.52595], [1.02532, -5.00538, -5.16354], [1.99077, -5.11795, -4.24114], [3.16713, -5.26136, -4.45929], [1.41681, -5.06597, -3.03255], [2.32833, -5.26544, -1.95085], [0.85603, -7.14052, -6.73223], [1.96964, -6.57589, -7.99811], [2.56173, -6.94010, -6.37108], [0.65618, -4.67236, -7.13529], [2.33974, -4.44801, -6.68480], [3.17833, -4.58385, -2.01631], [2.66823, -6.30292, -1.93716], [1.79304, -5.06336, -1.02310], [-7.30425, 4.60990, -1.47005], [-6.94586, 3.19529, -1.05884], [-5.52525, 3.00201, -1.06045], [-4.87443, 3.50317, -0.00148], [-5.37398, 4.07746, 0.93198], [-3.56595, 3.27558, -0.17550], [-2.74106, 3.84310, 0.84182], [-6.83999, 4.86043, -2.42676], [-8.38600, 4.72296, -1.55932], [-6.94271, 5.33675, -0.74054], [-7.35624, 2.49084, -1.78370], [-7.36875, 2.93929, -0.08488], [-3.06892, 3.53615, 1.83606], [-2.74207, 4.93129, 0.75623], [-1.72391, 3.48349, 0.68734], [-2.60852, 3.10104, -3.19597], [-2.77074, 4.60624, -3.14152], [-1.49877, 5.25983, -3.02104], [-0.78880, 5.35216, -4.15201], [-1.12647, 4.95319, -5.23745], [0.37710, 5.94771, -3.86203], [1.27448, 6.02967, -4.96819], [-2.02637, 2.74688, -2.34304], [-3.58172, 2.60802, -3.19054], [-2.07336, 2.79323, -4.09652], [-3.34480, 4.87717, -2.25466], [-3.31796, 4.98438, -4.00825], [0.79716, 6.49160, -5.83308], [1.64502, 5.03476, -5.22132], [2.11786, 6.64903, -4.66546]], "atomic_forces_ev_per_a": [[0.0, 0.0, 0.3], [0.1, 1.5, 0.1], [0.8, -0.2, 0.3], [0.3, -0.7, -0.5], [-1.0, -2.8, 0.9], [1.3, 2.3, -1.4], [-1.4, 0.4, 1.4], [0.5, -0.8, -0.3], [2.2, -0.8, 2.1], [0.0, -0.6, 0.0], [0.1, 0.4, -0.3], [-0.8, 0.7, 0.2], [0.7, -0.3, -1.2], [0.7, -0.7, 0.2], [0.4, 1.5, -0.1], [-0.5, 0.9, 0.9], [-0.9, 0.9, -1.3], [-1.0, 0.0, -0.3], [2.0, 1.0, -0.5], [-2.1, -0.9, 2.0], [0.4, -0.1, -1.8], [-0.4, 0.3, 0.2], [-0.3, -0.7, 0.7], [-0.7, -0.3, -0.9], [0.5, 0.3, 0.2], [-0.3, -0.8, -1.0], [0.1, -0.8, 0.8], [-0.8, 0.5, 0.5], [0.3, -1.0, -0.8], [-0.3, 0.8, -0.6], [-1.0, -0.7, 0.9], [1.1, 0.2, -0.2], [-0.1, 0.4, 1.0], [0.4, 0.3, -0.7], [-0.5, 1.2, 0.3], [-1.2, -0.3, -0.8], [-1.2, 0.6, 0.3], [-0.6, -1.1, -0.6], [1.1, 0.1, -0.1], [0.0, -1.3, 0.4], [0.8, 1.1, 0.7], [0.7, 0.5, -1.0], [-0.5, -0.8, 0.6], [1.2, -0.4, 0.7], [0.7, 1.1, -0.3], [-0.6, -0.4, -0.8], [0.1, -0.2, 0.2], [0.1, -0.2, -0.5], [0.1, 0.2, 0.2], [-0.2, -0.1, -0.1], [-0.2, 0.1, 0.1], [0.0, 0.1, -0.3], [0.3, -0.1, 0.3], [0.0, 0.1, -0.1], [0.0, 0.0, 0.0], [0.0, 0.1, -0.1], [-0.1, 0.0, 0.3], [0.0, -0.1, 0.2], [-0.3, -0.5, -0.1], [0.0, 0.1, 0.0], [-0.2, 0.0, -0.2], [0.2, 0.2, 0.1], [-0.6, 0.2, -0.1], [0.2, -0.1, 0.2], [-0.1, 0.0, -0.2], [0.1, -0.2, -0.1], [-0.3, -0.1, 0.1], [0.4, 0.1, 0.3], [-0.1, -0.1, 0.0], [0.0, 0.0, 0.0], [-0.1, -0.1, 0.0], [0.3, -0.1, 0.0], [0.2, 0.1, 0.0], [-0.1, 0.1, -0.1], [-0.1, -0.1, 0.1], [-0.2, -0.1, -0.2], [0.3, -0.2, -0.2], [-0.5, -0.4, 0.0], [0.2, 0.3, -0.2], [-0.1, -0.2, 0.2], [0.1, 0.2, 0.2], [-0.2, 0.0, 0.0], [0.3, 0.1, -0.2], [-0.2, 0.1, 0.1], [0.0, 0.1, 0.1], [-0.1, 0.1, 0.0], [0.3, 0.1, 0.0], [0.2, 0.0, 0.0], [0.0, -0.2, 0.1], [-0.1, 0.1, -0.1], [-0.2, 0.0, 0.2]], "smiles": "CC[C@H](Br)[C@@]1(N=C=O)[C@@](CC=O)(CCCCl)C(=O)O[C@]1(F)C[C@H](C)I.CCOC(=O)OC.CCOC(=O)OC.CCOC(=O)OC", "gap_ev": 9.70, "lumo_energy_ev": 0.0566}

---

{"formula": "C5H14SSi", "method": "wB97M-V/def2-TZVPD", "species": ["C", "C", "C", "C", "C", "Si", "S", "H", "H", "H", "H", "H", "H", "H", "H", "H", "H", "H", "H", "H", "H"], "coordinates": [[0.03116, -1.92253, -2.14618], [-0.33943, -0.65502, 1.48910], [0.66282, 2.48497, 1.14982], [-1.51997, 1.17395, -0.77249], [1.21147, 0.17352, -1.00900], [-0.02348, 0.78004, 0.25158], [2.78016, -0.39492, -0.82026], [-0.57504, -1.36020, -2.83513], [-0.55342, -2.34235, -1.45945], [0.97088, -2.32646, -2.58691], [-0.76385, -1.50353, 1.05674], [0.63987, -1.11756, 1.85047], [-1.04047, -0.33184, 2.24232], [1.47663, 2.15681, 1.76484], [1.15312, 3.05461, 0.32687], [-0.03765, 3.13353, 1.74309], [-1.44183, 2.29076, -0.91177], [-1.65771, 0.81809, -1.74364], [-2.40092, 0.95554, -0.25865], [1.08140, 0.70644, -1.94974], [2.64163, -1.04803, 0.39281]], "atomic_forces_ev_per_a": [[2.7, 2.5, -3.1], [2.1, 1.0, 0.1], [-0.9, -1.0, -1.4], [1.2, 2.6, 0.5], [-1.6, -0.1, -0.5], [0.5, 0.0, 0.8], [1.2, -0.8, 1.1], [0.1, 0.3, -0.4], [-1.6, -2.1, 3.0], [-0.9, 0.2, 0.9], [-1.1, -1.2, -1.3], [-1.2, 1.1, 0.2], [0.2, 0.0, 0.8], [0.4, -0.1, 0.7], [-0.6, -0.1, 0.5], [0.5, -0.8, -0.7], [-0.4, -0.8, 0.2], [0.3, -1.1, -1.5], [-1.6, -0.1, 1.0], [0.3, -0.1, -0.1], [0.1, 0.5, -0.8]], "relative_energy_ev": 3.945, "gap_ev": [8.38, 7.80], "lumo_energy_ev": [0.2487, 0.5065]}

---

{"formula": "H9O4S", "method": "wB97M-V/def2-TZVPD", "species": ["S", "H", "H", "H", "O", "H", "H", "O", "H", "H", "O", "H", "H", "O"], "coordinates": [[1.19049, -0.41316, 0.47375], [1.99635, 0.43679, -0.18550], [0.63207, -2.18888, 3.38587], [0.14435, -1.70378, 2.04577], [-0.17606, -2.09190, 2.87623], [1.30524, 2.81763, 0.18359], [0.76658, 4.04969, -0.52762], [0.93926, 3.69468, 0.34775], [-2.85254, -1.74263, 0.00180], [-3.43989, -0.48443, 0.55988], [-3.55085, -1.44009, 0.60052], [1.32011, 0.42483, -3.09613], [0.71142, -1.03710, -3.04942], [1.01345, -0.32166, -3.61648]], "atomic_forces_ev_per_a": [[0.0, 0.2, -0.4], [0.1, -0.1, 0.0], [0.0, 0.1, 0.0], [0.0, 0.2, 0.1], [-0.1, -0.2, 0.1], [-0.2, -0.3, 0.2], [0.0, 0.0, 0.0], [0.1, 0.2, -0.1], [-0.1, -0.1, 0.3], [0.0, 0.0, 0.2], [0.1, 0.1, -0.5], [-0.2, -0.5, 0.6], [0.2, 0.5, 0.6], [0.0, 0.0, -1.0]], "relative_energy_ev": 1.370, "charge": -1, "gap_ev": 7.01, "lumo_energy_ev": 3.4731}

---

{"formula": "C19H20N2", "method": "wB97M-V/def2-TZVPD", "species": ["C", "C", "C", "C", "N", "C", "C", "C", "C", "C", "C", "H", "H", "H", "H", "H", "H", "H", "H", "H", "H", "H", "C", "C", "C", "N", "C", "C", "C", "C", "C", "C", "H", "H", "H", "H", "H", "H", "H", "H", "H"], "coordinates": [[2.96213, -0.06525, -0.40004], [3.16486, -0.11760, 1.19258], [1.82185, -0.30832, 1.84596], [1.31723, 0.68018, 2.67701], [-0.09695, 0.30981, 3.04204], [-0.38845, -0.80572, 2.25380], [-1.67474, -1.35248, 1.87771], [-1.71789, -2.61222, 1.30234], [-0.52320, -3.32700, 0.97004], [0.72252, -2.67430, 1.00710], [0.71498, -1.41267, 1.68670], [2.08414, 0.55181, -0.44493], [2.83756, -1.08048, -0.83055], [3.76439, 0.42780, -0.96940], [3.68417, -1.05022, 1.60533], [3.67404, 0.81668, 1.51785], [1.77231, 1.40580, 3.22348], [-0.63438, 1.09088, 2.92115], [-2.50583, -0.73323, 1.70935], [-2.63305, -3.12521, 0.97129], [-0.58571, -4.27327, 0.45345], [1.61082, -3.18227, 0.73679], [-3.19548, -0.04110, -2.56996], [-1.78068, 0.14512, -2.37376], [-0.88144, -0.45045, -3.18107], [0.44989, 0.18707, -2.97086], [0.22139, 1.08121, -1.90727], [1.17120, 2.03643, -1.43504], [0.56953, 2.93037, -0.45005], [-0.65976, 2.82004, 0.07944], [-1.50342, 1.81607, -0.36989], [-1.15072, 0.98000, -1.41790], [-3.54997, -0.32511, -1.53471], [-3.68072, -0.78944, -3.18225], [-3.70006, 0.96531, -2.90109], [-0.97959, -1.14318, -4.00198], [1.30637, -0.08257, -3.36787], [2.06336, 2.06253, -1.77638], [1.27503, 3.59590, -0.07540], [-0.95592, 3.64600, 0.71121], [-2.45701, 1.81025, 0.01022]], "atomic_forces_ev_per_a": [[0.9, -0.9, 1.6], [0.4, -2.1, -0.4], [-1.7, 1.3, 1.3], [-3.1, -5.3, -1.9], [3.9, -1.6, -1.2], [-2.1, -1.0, -0.4], [1.8, -0.6, -0.3], [1.0, -0.8, -0.5], [0.7, 1.3, -0.4], [-2.6, 0.8, 1.9], [3.3, 1.9, -0.5], [-0.2, -0.4, -0.5], [-0.3, 0.6, 0.3], [0.0, -0.1, 0.5], [0.4, 1.3, -1.1], [-0.4, -0.8, 0.1], [1.2, 2.2, 1.0], [-2.2, 2.2, -0.1], [-1.3, 0.8, 0.8], [0.2, 0.8, 0.3], [-0.1, -0.2, 0.2], [0.8, -0.1, -0.5], [-3.5, 1.6, 2.0], [0.4, -1.9, -1.3], [3.5, 1.7, -0.2], [-4.8, -0.2, 1.8], [1.5, 0.3, -0.4], [-10.1, 0.1, 3.3], [3.9, -2.2, -2.7], [-1.0, -0.2, -0.1], [0.6, 0.5, -0.8], [3.1, 1.1, -1.0], [-0.5, 0.7, -0.9], [1.0, -0.4, -0.6], [0.8, -1.7, 0.9], [-0.2, 0.1, 0.1], [0.9, -0.3, -0.3], [5.9, 0.6, -2.1], [0.8, 1.6, 0.7], [-0.4, -0.4, 0.5], [-2.3, -0.2, 0.7]], "relative_energy_ev": 3.877, "smiles": "CCc1c[nH]c2ccccc12.Cc1c[nH]c2ccccc12", "gap_ev": 8.69, "lumo_energy_ev": 0.8694}